Entry 1:
Molecular formula: C4H9NO
Method: DFT, ωB97M-V/def2-TZVPD

```
15
Properties=species:S:1:pos:R:3
C -1.89475 -0.09891 -0.53310
C -1.06041 -0.90371 0.40907
O -0.44482 0.50104 1.81899
C 0.63208 0.71565 1.19531
N 0.86218 0.03248 0.12678
C 2.01948 0.20408 -0.71556
H -2.24203 0.82125 -0.05960
H -1.35977 0.14494 -1.45280
H -2.77820 -0.70136 -0.79142
H -1.55743 -1.19886 1.32570
H -0.51965 -1.73086 -0.03603
H 1.33874 1.47108 1.56753
H 2.57675 -0.73596 -0.80722
H 2.70756 0.96583 -0.32258
H 1.72027 0.51331 -1.72509
```

Results
HOMO-LUMO gap ... 9.362 eV
HOMO energy ... -8.86 eV

Here is what natural (NBO) gives for the atomic charges, in e: -0.674, 0.004, -0.632, 0.459, -0.538, -0.420, 0.237, 0.219, 0.228, 0.203, 0.195, 0.148, 0.192, 0.189, 0.190

---

Entry 2:
Molecular formula: C3H6N2O2
Method: DFT, ωB97M-V/def2-TZVPD

```
13
Properties=species:S:1:pos:R:3
H 0.70120 -2.78018 -1.11751
N 0.50627 -1.81172 -0.86616
C 0.32216 -1.58072 0.34744
C 0.22850 -0.13353 1.03500
O 0.28702 -0.03925 2.24661
N -0.31238 0.74555 0.22042
C -0.25257 0.97029 -1.19632
O -0.50828 2.06087 0.93278
H 0.37529 -2.31976 1.15547
H -0.01021 0.03250 -1.68999
H 0.49769 1.73141 -1.41267
H -1.22569 1.33585 -1.52509
H -0.60901 1.78870 1.87001
```

Results
SMILES string ... [H]/N=C/C(=O)N(C)O
HOMO-LUMO gap ... 10.215 eV
HOMO energy ... -9.70 eV

Here is what natural (NBO) gives for the atomic charges, in e: 0.362, -0.620, 0.080, 0.582, -0.623, -0.121, -0.441, -0.573, 0.173, 0.268, 0.208, 0.212, 0.493

---

Entry 3:
Molecular formula: C33H33BrGeN2NiO6P2
Method: DFT, ωB97M-V/def2-TZVPD

```
79
Properties=species:S:1:pos:R:3
Ni -0.12161 0.10043 0.48791
N 4.15471 -2.90495 -1.24640
C 3.62929 -2.44104 0.06110
C 4.78199 -2.42478 1.05596
P 2.94388 -0.74384 -0.13518
O 2.05431 -0.88244 -1.47228
O 4.10088 0.16045 -0.42365
O 2.02075 -0.39796 1.03274
P 2.29759 -3.69321 0.56166
O 2.56094 -3.78788 2.17491
O 3.16312 -5.02506 0.10088
O 0.91499 -1.77628 3.00700
H 3.41929 -2.77118 -1.93758
H 3.85068 -4.70378 -0.51194
H 4.89483 -2.26219 -1.51945
H 5.57436 -1.77330 0.67920
H 5.17447 -3.43368 1.20662
H 4.45351 -2.04161 2.02079
H 1.06309 -0.85254 -1.29160
H 1.89329 -3.21243 2.61231
Br -2.70287 1.84367 1.21871
C -3.37793 0.10057 1.56765
C -4.72994 -0.05216 1.44718
C -5.35082 -1.24473 1.86568
C -4.59816 -2.21846 2.45181
C -3.19601 -2.07149 2.58513
C -2.43787 -3.05638 3.26253
C -1.09471 -2.89855 3.41866
C -0.44712 -1.79344 2.82013
C -1.08552 -0.82301 2.08301
C -2.51446 -0.92808 2.06172
H -5.32418 0.75813 1.04752
H -6.41955 -1.36342 1.73699
H -5.05962 -3.12531 2.83052
H -2.94857 -3.92538 3.66513
H -0.49741 -3.63177 3.94951
H 1.32298 -1.14207 2.35899
C 2.36730 2.35711 -1.89235
C 1.41909 2.41145 -0.79129
N 0.66905 2.45522 0.07967
H 3.20158 1.71425 -1.59376
H 2.72783 3.36213 -2.11553
H 1.87303 1.93219 -2.76502
C -0.82895 -0.15828 -1.21461
Ge -1.75717 -1.57660 -2.00247
C -1.59567 -1.69582 -3.99135
C -1.04695 -0.64756 -4.72595
C -0.97778 -0.69134 -6.11379
C -1.45179 -1.80116 -6.79876
C -1.99634 -2.86173 -6.08512
C -2.06791 -2.80175 -4.69981
C -3.75890 -1.49234 -1.88338
C -4.59086 -2.44246 -1.29837
C -5.97254 -2.28009 -1.27135
C -6.55527 -1.15302 -1.82828
C -5.74297 -0.18996 -2.41766
C -4.36831 -0.36560 -2.44256
C -1.26492 -3.35832 -1.31500
C -0.40351 -4.19794 -2.02133
C -0.01814 -5.43080 -1.51205
C -0.48169 -5.84692 -0.27309
C -1.31261 -5.01151 0.45922
C -1.69391 -3.77931 -0.05509
H -0.70476 0.68606 -1.91122
H -0.65689 0.21427 -4.19415
H -0.54690 0.13985 -6.66155
H -1.39457 -1.84217 -7.88092
H -2.36639 -3.73571 -6.61056
H -2.50110 -3.63497 -4.15473
H -4.16381 -3.33659 -0.85982
H -6.59214 -3.03425 -0.79787
H -7.63139 -1.02078 -1.80137
H -6.18368 0.69984 -2.85419
H -3.74577 0.40135 -2.89417
H -0.02440 -3.88250 -2.98859
H 0.66496 -6.05837 -2.07293
H -0.15570 -6.79371 0.14088
H -1.63979 -5.30279 1.45108
H -2.30076 -3.11957 0.55905
```

Results
HOMO-LUMO gap (spin up / spin down) ... 5.283 / 5.642 eV
HOMO energy (spin up / spin down) ... -0.74 / -1.10 eV
Net charge ... -2
Spin multiplicity ... 3
<S²> ... 2.015

Here is what Löwdin gives for the atomic charges, in e: 0.403, -0.016, -0.689, -0.123, 0.300, -0.226, -0.347, -0.371, 0.890, -0.297, -0.314, -0.056, 0.065, 0.011, 0.073, 0.066, 0.069, 0.073, -0.008, 0.008, 0.725, -0.603, -0.166, -0.122, -0.066, -0.211, -0.079, -0.031, -0.340, -0.081, -0.234, 0.084, 0.091, 0.099, 0.101, 0.110, 0.041, -0.063, -0.261, 0.151, 0.047, 0.074, 0.081, -0.410, 0.853, -0.259, -0.109, -0.115, -0.131, -0.115, -0.120, -0.242, -0.109, -0.125, -0.129, -0.114, -0.116, -0.257, -0.131, -0.135, -0.132, -0.101, -0.113, -0.079, 0.082, 0.087, 0.083, 0.087, 0.099, 0.086, 0.092, 0.084, 0.087, 0.097, 0.092, 0.092, 0.091, 0.090, 0.079

---

Entry 4:
Molecular formula: C36H42F3KN6O2SSbSe4
Method: DFT, ωB97M-V/def2-TZVPD

```
96
Properties=species:S:1:pos:R:3
K 0.60181 0.79986 -0.03014
C 0.56523 -2.70752 1.59813
C 0.91436 -2.07118 2.90977
C 1.94143 -2.58203 3.69713
C 2.26609 -2.00168 4.91306
C 1.56045 -0.89354 5.35069
C 0.53740 -0.34556 4.58443
C -0.18559 0.88584 5.05595
C 0.21681 -0.94576 3.36439
N -0.76680 -0.36072 2.52196
C -1.94624 -0.82571 2.50938
C -2.49925 -1.94594 3.34068
C -2.92343 -0.22038 1.53712
C -3.72722 0.95306 2.02501
N -3.00914 -0.79066 0.41520
C -3.94434 -0.36100 -0.55471
C -3.63530 0.64998 -1.46798
C -2.32802 1.38147 -1.43708
C -4.57079 0.95098 -2.45510
C -5.77621 0.27597 -2.53312
C -6.06461 -0.72467 -1.61848
C -5.15587 -1.05956 -0.62411
C -5.44217 -2.16960 0.34899
H 1.28462 -3.48079 1.33374
H 0.54143 -1.97475 0.78600
H -0.42814 -3.16606 1.61185
H 2.49089 -3.44473 3.33876
H 3.07089 -2.40910 5.51266
H 1.80782 -0.43198 6.30109
H -0.00610 1.05169 6.11807
H -1.26334 0.80806 4.89693
H 0.16198 1.76490 4.50804
H -1.78114 -2.31618 4.06961
H -2.79851 -2.75818 2.67334
H -3.40262 -1.60673 3.85554
H -3.10171 1.60679 2.63480
H -4.55044 0.60080 2.65485
H -4.15658 1.51397 1.19472
H -2.41778 2.34086 -1.94758
H -1.53630 0.84747 -1.97061
H -1.99506 1.57890 -0.41271
H -4.32428 1.71057 -3.18724
H -6.48184 0.51835 -3.31839
H -7.00038 -1.26933 -1.68242
H -6.38589 -2.65842 0.10903
H -5.50402 -1.80118 1.37757
H -4.64254 -2.91495 0.32490
F 5.18841 -5.11932 -0.36151
C 3.96463 -4.66246 -0.70097
F 3.67747 -5.20909 -1.87632
F 3.11268 -5.20642 0.19286
C 3.90529 -3.16667 -0.67756
C 5.03403 -2.45520 -0.31634
C 4.98579 -1.07035 -0.26802
C 3.77422 -0.47023 -0.54544
N 2.66845 -1.13372 -0.85754
C 2.72124 -2.45506 -0.99172
S 1.33651 -3.31612 -1.62141
H 5.94603 -2.98624 -0.08622
H 5.86005 -0.48090 -0.02884
H 3.67817 0.61347 -0.54679
C -0.89574 3.49691 3.00080
N 0.48016 3.96440 2.98077
C 0.74028 5.27776 3.54422
C 1.46267 3.15326 2.51378
C 2.88001 3.65873 2.63583
O 1.22345 2.06009 2.01293
H -1.53752 4.16382 2.42293
H -1.26977 3.45643 4.02747
H -0.92271 2.49919 2.56824
H -0.19411 5.83437 3.57271
H 1.43566 5.84621 2.92809
H 1.13291 5.21583 4.56384
H 3.13784 3.85021 3.67929
H 3.01786 4.58926 2.08214
H 3.53963 2.89752 2.23016
N -0.59707 8.83313 -0.15860
C 0.37957 8.01168 0.32416
O 1.34671 8.43041 0.92990
C 0.19146 6.55224 0.04287
C 1.32004 5.76925 -0.17322
C 1.15242 4.41107 -0.38673
N -0.03319 3.80841 -0.33845
C -1.10826 4.56080 -0.15476
C -1.05428 5.93756 0.02499
H -0.42185 9.82208 -0.09934
H -1.21382 8.50692 -0.88148
H 2.30165 6.22356 -0.17946
H 2.00145 3.76529 -0.59867
H -2.06250 4.04143 -0.13338
H -1.96527 6.49738 0.19863
Se 2.74808 -1.61011 -4.67097
Sb 0.92688 -0.24423 -3.97320
Se -1.12836 0.00654 -5.19227
Se 1.51683 1.82206 -2.79735
Se -0.19946 -1.78607 -2.00817
```

Results
HOMO-LUMO gap ... 5.206 eV
HOMO energy ... -3.76 eV
Net charge ... -1

Here is what Löwdin gives for the atomic charges, in e: 0.376, -0.048, -0.192, -0.039, -0.089, -0.061, -0.210, -0.030, -0.207, 0.167, -0.281, 0.011, -0.293, 0.015, 0.194, -0.199, -0.197, -0.066, -0.040, -0.087, -0.059, -0.215, -0.045, 0.060, 0.006, 0.092, 0.111, 0.097, 0.103, 0.078, 0.076, 0.053, 0.086, 0.092, 0.087, 0.066, 0.090, 0.087, 0.087, 0.008, 0.042, 0.114, 0.098, 0.103, 0.072, 0.070, 0.083, 0.115, -0.620, 0.143, 0.114, -0.122, -0.006, -0.049, -0.146, -0.001, -0.643, 0.474, 0.117, 0.099, 0.090, -0.059, -0.130, -0.040, -0.518, 0.021, -0.104, 0.077, 0.092, 0.067, 0.091, 0.080, 0.093, 0.090, 0.077, 0.091, 0.168, -0.503, 0.060, -0.150, 0.007, -0.155, 0.079, -0.141, -0.015, 0.109, 0.100, 0.124, 0.082, 0.106, 0.111, -0.188, -0.272, -0.248, -0.163, 0.132

---

Calculated ΔE to the lowest compared entry with this formula, charge and spin in order - 3.824 3.864 0.772 0.330 eV